1.
80
Properties=species:S:1:pos:R:3:forces:R:3 method="wB97M-V/def2-TZVPD" homo_lumo_gap_ev=4.953 lumo_energy_ev=-5.133 spin_multiplicity=1 charge=+1
Ru 0.759443 -0.555217 0.087147 -0.2 0.3 -0.4
C -0.169862 5.723487 1.068092 -0.1 0.0 0.1
C 0.884203 5.869429 0.172779 0.1 0.0 -0.1
C 1.674152 4.781375 -0.197320 0.0 0.1 0.0
C 1.356874 3.566403 0.369684 0.1 -0.1 -0.1
C 1.920044 2.221308 0.194759 0.3 0.2 -0.1
N 1.252067 1.309155 1.031214 0.2 -0.3 -0.1
C 0.262049 1.984950 1.581318 -0.5 0.2 0.2
N -0.729486 1.502151 2.360323 0.5 0.4 -0.1
C -1.091609 0.278518 2.388029 -0.4 -0.1 0.1
C -1.926189 -0.276213 3.473616 0.1 0.2 -0.1
C -2.566492 0.310352 4.538515 -0.1 0.0 0.1
C -3.220558 -0.548569 5.426691 0.0 0.2 0.0
C -3.197389 -1.922435 5.249267 0.0 -0.2 -0.1
C -2.518742 -2.505696 4.175253 -0.1 0.0 0.1
C -1.902457 -1.645115 3.298724 0.2 -0.2 -0.2
C -1.065390 -1.875583 2.105126 -0.1 -0.2 0.2
N -0.693617 -3.103718 1.743704 0.2 -0.1 -0.3
C 0.403674 -3.338758 1.104191 -0.3 -0.1 0.3
N 1.435541 -2.430999 0.788188 -0.1 0.1 0.2
C 2.278917 -3.103645 0.026426 0.4 -0.3 -0.3
N 3.370787 -2.632605 -0.606736 -0.2 -0.4 0.4
C 3.554235 -1.404883 -0.894509 0.3 0.1 -0.3
N 2.622538 -0.364390 -0.821155 -0.3 0.0 0.0
C 3.324458 0.752568 -0.885050 0.3 0.2 0.0
N 2.880307 1.989751 -0.630739 -0.2 0.0 0.0
C 4.734453 0.507263 -1.245428 -0.2 0.3 0.1
C 5.795005 1.352373 -1.471796 0.1 0.0 -0.1
C 7.026437 0.749225 -1.742326 0.0 0.2 0.0
C 7.168587 -0.628675 -1.757459 0.0 -0.2 0.0
C 6.084669 -1.473243 -1.502175 0.1 0.0 -0.1
C 4.876693 -0.864795 -1.260698 -0.1 -0.3 0.1
C 1.926283 -4.527633 -0.084525 0.2 0.1 -0.2
C 2.523294 -5.575537 -0.746680 0.0 -0.1 0.0
C 1.858947 -6.802239 -0.697614 0.1 0.0 -0.1
C 0.654528 -6.947291 -0.019807 -0.1 0.0 0.0
C 0.061246 -5.873400 0.641641 0.0 0.0 0.0
C 0.731265 -4.670649 0.590437 -0.1 0.1 0.1
N -0.722982 -0.743620 1.510270 0.1 0.0 -0.2
C 0.310183 3.421037 1.257210 -0.2 -0.1 0.1
C -0.481498 4.485351 1.630313 0.0 0.1 0.0
H -0.757749 6.593942 1.330289 0.0 0.0 0.0
H 1.092559 6.846736 -0.243240 0.0 0.0 0.0
H 2.494223 4.882765 -0.895899 0.0 0.0 0.0
H -2.567350 1.382388 4.681611 0.0 0.0 0.0
H -3.749995 -0.134505 6.275014 0.0 0.0 0.0
H -3.709915 -2.555393 5.961844 0.0 0.0 0.0
H -2.484968 -3.577839 4.038873 0.0 0.0 0.0
H 5.683664 2.427701 -1.448087 0.0 0.0 0.0
H 7.890402 1.370675 -1.938763 0.0 0.0 0.0
H 8.140383 -1.056773 -1.964951 0.0 0.0 0.0
H 6.188489 -2.549603 -1.499453 0.0 0.0 0.0
H 3.455433 -5.450219 -1.280473 0.0 0.0 0.0
H 2.285099 -7.658796 -1.203210 0.0 0.0 0.0
H 0.167815 -7.913702 -0.015418 0.0 0.0 0.0
H -0.881771 -5.976129 1.161459 0.0 0.0 0.0
H -1.301080 4.367448 2.327052 0.0 0.0 0.0
N -0.451205 0.832371 -0.959403 0.4 0.0 0.6
C -1.501877 1.159534 -1.321152 -0.5 -0.2 -0.5
N -2.673847 1.491015 -1.768881 0.2 0.2 0.1
C -3.827422 1.632831 -0.865997 0.1 -0.1 -0.1
C -4.332101 3.074784 -0.900283 -0.1 0.0 0.0
C -4.109869 3.697353 -2.291580 0.0 0.1 0.0
C -4.121946 2.625079 -3.375539 0.0 -0.1 0.0
C -2.920077 1.696146 -3.217842 0.1 0.1 -0.1
H -3.519068 1.317827 0.129541 0.0 0.0 0.1
H -4.581428 0.923537 -1.210562 0.0 0.0 0.0
H -3.827191 3.671442 -0.137417 0.0 0.0 0.0
H -5.394998 3.071768 -0.649042 0.0 0.0 0.0
H -3.144472 4.212432 -2.315503 0.0 0.0 0.0
H -4.868197 4.454076 -2.490819 0.0 0.0 0.0
H -4.088429 3.066399 -4.371547 0.0 0.0 0.0
H -5.046065 2.043933 -3.324605 0.0 0.0 0.0
H -2.021738 2.149203 -3.638686 0.0 0.1 0.0
H -3.096760 0.727301 -3.684139 0.1 0.3 0.0
N -0.068949 -1.847221 -1.313684 0.8 0.1 0.5
C -1.012196 -2.298294 -1.812985 -1.0 -0.2 -0.5
N -2.067532 -2.792318 -2.369803 0.0 0.4 0.0
C -2.961000 -1.853061 -2.690596 -0.1 0.0 0.0
N -3.753457 -1.044626 -2.955033 0.1 -0.8 0.2

---

2.
37
Properties=species:S:1:pos:R:3:forces:R:3 method="wB97M-V/def2-TZVPD" homo_lumo_gap_ev=8.518 lumo_energy_ev=2.878 spin_multiplicity=1 charge=-1
O -1.155487 -0.320448 2.024960 0.9 -2.3 1.6
H -0.740390 -0.791076 1.298455 0.8 -0.6 -1.1
H -2.057948 -0.082288 1.800359 -2.1 0.3 -0.8
H -0.639801 0.451497 2.269434 0.6 1.9 0.3
B -3.638082 -0.229366 0.873364 -0.4 0.0 -0.2
H -4.131016 0.314756 1.664052 -1.4 2.6 3.1
H -4.426077 -0.546740 0.208100 -2.9 -1.2 -2.8
H -2.832653 0.223779 0.316430 2.9 2.3 -2.1
H -3.243946 -1.138697 1.300003 1.4 -3.8 1.8
B -0.308259 2.311862 2.312557 0.2 0.4 0.0
H -0.751403 3.291867 2.226264 -1.6 3.6 -0.8
H -0.223038 1.751674 1.394309 0.2 -1.4 -3.8
H 0.659413 2.401625 2.781387 3.9 0.2 2.0
H -1.009096 1.753970 2.914072 -2.4 -1.9 2.8
C 3.085620 2.073508 0.312686 0.8 0.6 0.7
O 1.961151 1.313239 0.598644 0.3 -0.4 -1.2
H 3.634678 1.747911 -0.570847 -0.1 -0.4 0.0
H 2.870012 3.131719 0.164962 -0.3 0.1 -0.1
H 3.715790 2.019746 1.200433 0.7 0.1 -0.1
H 1.364812 1.853351 1.122337 -0.9 0.1 0.6
C -0.081602 -2.926297 -0.993628 -1.0 -0.9 0.2
C 1.044566 -1.958926 -0.863079 0.7 0.7 -0.4
C 1.160513 -1.058390 -2.027593 -2.0 0.8 -2.0
O -0.169290 -0.962841 -2.670771 0.6 2.1 -0.2
C -0.521026 0.382210 -3.138166 0.4 -0.6 0.3
N 1.005649 -1.252326 0.415670 0.0 -1.8 0.9
H -0.048036 -3.546327 -1.889475 0.5 0.0 -0.1
H -1.064647 -2.460396 -1.061932 0.2 0.3 0.4
H -0.066952 -3.590566 -0.129555 -0.1 -0.1 0.1
H 1.977950 -2.501370 -1.013612 0.3 -0.5 0.9
H 1.837626 -1.565333 -2.715077 0.0 0.3 -0.6
H 1.554863 -0.073083 -1.779085 -0.1 0.1 0.1
H 0.243671 0.769907 -3.811239 0.1 -0.1 -0.2
H -0.662862 1.137719 -2.365384 0.3 -0.3 0.7
H -1.486643 0.402757 -3.643388 0.1 -0.7 -0.2
H 1.579648 -1.908499 0.925636 -0.4 -0.2 1.3
H 1.562291 -0.420127 0.548718 0.0 0.7 -1.0

---

3.
146
Properties=species:S:1:pos:R:3:forces:R:3 method="wB97M-V/def2-TZVPD" homo_lumo_gap_ev=1.380 lumo_energy_ev=2.221 spin_multiplicity=1 charge=-3
C 5.755027 1.322949 3.386993 1.0 -0.3 -0.2
C 4.972914 1.333074 2.086533 -0.7 0.2 0.6
C 4.907895 -0.089318 1.553538 0.7 -0.1 0.6
O 3.876924 -0.267858 0.647542 0.8 -0.1 -0.4
C 4.097795 -1.492723 -0.060740 -0.9 -0.2 -1.1
N 3.624307 1.911045 2.408182 0.2 -1.0 -1.3
H 3.365509 1.612909 3.361690 -1.1 0.3 0.8
H 3.576336 2.919381 2.278294 -0.3 0.0 0.6
H 2.884743 1.543799 1.783111 -0.1 0.2 0.4
H 6.708495 0.817827 3.195425 0.0 0.1 0.1
H 5.238756 0.725185 4.138518 -0.2 0.1 0.0
H 5.978654 2.299344 3.812474 -0.2 0.1 -0.1
H 5.400255 1.950260 1.292819 0.2 0.2 0.2
H 4.920117 -0.836145 2.358294 -0.6 0.1 0.2
H 5.898000 -0.259229 1.094590 -0.1 0.1 -0.3
H 3.828504 -2.364542 0.531590 0.1 0.0 0.1
H 5.095030 -1.617932 -0.501489 0.3 0.3 0.6
H 3.472459 -1.475446 -0.950365 -0.4 -0.1 0.2
C -2.454757 -0.130124 1.514821 -0.2 0.8 0.2
C -1.067400 -0.625002 1.949292 -0.4 1.8 1.0
C -0.156082 -0.829762 0.757166 -0.4 -1.0 1.2
O -0.183465 0.330392 -0.059408 0.2 -0.5 0.3
C 0.940305 0.399164 -0.890507 -0.8 -1.0 -1.0
N -0.470932 0.523399 2.787829 0.5 0.4 0.7
H 0.301530 0.241685 3.456000 -0.2 0.2 -1.1
H -0.136794 1.303547 2.171120 0.2 -0.6 0.6
H -1.119585 0.975752 3.476871 -0.6 -0.1 -0.1
H -3.025415 0.325068 2.329918 0.2 -0.5 0.4
H -3.122224 -0.861292 1.063722 0.4 -0.3 0.0
H -2.321337 0.729723 0.842675 0.1 -0.3 -0.2
H -1.085852 -1.461039 2.644388 -0.2 -0.4 -0.5
H -0.544151 -1.752914 0.310286 0.0 0.3 -0.6
H 0.850406 -1.083737 1.122456 0.1 0.4 -0.2
H 1.077123 -0.548924 -1.433212 0.0 -0.1 0.1
H 1.873065 0.559432 -0.357165 0.1 0.7 0.1
H 0.640954 1.087602 -1.686330 0.7 0.5 0.2
C 3.436917 3.079703 -1.063614 0.3 -1.4 0.5
C 4.517985 3.854244 -1.772446 -0.3 0.2 0.2
C 5.795012 3.098589 -2.092206 -0.2 -1.4 0.1
O 5.425635 1.831792 -2.577194 -0.3 0.3 -0.3
C 6.368999 0.800958 -2.440294 0.5 -0.4 -0.6
N 3.893558 4.386920 -3.040597 0.1 1.3 -0.6
H 3.023286 4.892862 -2.841643 0.1 -0.3 0.3
H 4.517945 5.093454 -3.441909 -0.1 -0.3 -0.2
H 3.634598 3.697118 -3.771642 0.0 -1.0 0.3
H 3.436479 2.050304 -1.423099 -0.2 0.1 -0.2
H 2.415673 3.452792 -1.124140 0.1 0.4 -0.1
H 3.671205 2.964995 -0.010090 0.0 0.3 0.1
H 4.844371 4.695759 -1.157772 -0.4 0.5 -0.4
H 6.359354 2.994376 -1.154002 0.0 0.2 -0.1
H 6.434515 3.586674 -2.844708 -0.1 0.3 0.2
H 6.429426 0.439126 -1.412791 0.1 0.1 0.1
H 7.348893 1.081767 -2.852038 0.1 0.3 0.4
H 6.069744 -0.021798 -3.088850 -0.4 0.0 0.2
C -6.408063 -7.224703 -2.686536 -1.0 0.7 -0.9
C -5.387773 -6.303679 -2.046353 -0.2 -1.8 0.1
C -5.934395 -4.990424 -1.540279 1.1 0.5 0.5
O -4.870045 -4.491697 -0.801588 0.6 -0.3 -1.1
C -5.060320 -3.240409 -0.168479 -1.2 0.8 0.5
N -4.743146 -6.978132 -0.879502 1.4 0.2 0.9
H -4.392838 -7.916814 -1.072822 -0.1 0.2 -0.2
H -3.890216 -6.387265 -0.579008 -0.3 0.0 0.9
H -5.308113 -7.053356 -0.025757 0.0 0.4 -0.2
H -6.009006 -8.014173 -3.323210 0.3 -0.2 0.4
H -6.962066 -6.598112 -3.399372 0.0 0.0 0.0
H -7.192769 -7.608438 -2.033520 0.3 -0.1 0.3
H -4.550649 -6.239812 -2.739196 -0.1 0.8 -0.1
H -6.793115 -5.136490 -0.866574 -0.3 -0.1 -0.3
H -6.186135 -4.337097 -2.387317 -0.3 0.0 0.0
H -5.409343 -2.444158 -0.848650 0.1 -0.3 -0.4
H -4.152682 -2.897958 0.319238 0.1 -0.5 0.0
H -5.828892 -3.308742 0.610388 0.4 -0.2 -0.3
C -1.832838 3.051792 -3.095284 -1.0 0.6 0.0
C -1.738254 3.274511 -4.584931 1.1 -1.3 -0.2
C -2.600475 4.357961 -5.167202 0.2 -0.2 -0.3
O -2.180011 4.602202 -6.497093 0.1 0.0 -0.3
C -3.197147 5.176536 -7.300148 -0.6 -0.2 0.8
N -0.289235 3.502794 -4.903999 0.4 0.6 -0.1
H 0.125025 4.266576 -4.363933 -0.2 -0.2 0.1
H 0.275735 2.653790 -4.692004 0.4 -0.6 0.0
H -0.131428 3.730320 -5.889373 -0.2 -0.2 0.1
H -1.418810 3.954838 -2.642370 0.1 -0.3 0.6
H -1.417176 2.114813 -2.731481 0.6 0.2 -0.2
H -2.880876 2.980815 -2.792601 0.0 0.2 -0.1
H -1.898087 2.329184 -5.108419 -0.4 0.1 -0.1
H -2.524321 5.321245 -4.656741 -0.3 -0.2 0.5
H -3.598662 3.910939 -5.133477 -0.3 0.5 0.0
H -3.909325 4.388852 -7.573206 0.2 0.1 -0.6
H -2.731910 5.702183 -8.125471 -0.1 -0.2 -0.2
H -3.818574 5.878976 -6.726230 0.4 0.2 0.0
C 2.626392 0.291073 6.832054 -0.2 -0.7 -1.2
C 2.495936 0.911036 5.440897 -0.4 1.9 -1.4
O 2.813925 2.134002 5.360614 0.9 -0.2 0.4
O 2.126201 0.321750 4.368980 0.5 -1.0 0.9
H 2.687704 1.092539 7.557821 0.1 -0.1 0.1
H 3.552086 -0.292435 6.767820 0.0 0.0 0.4
H 1.818586 -0.409850 7.043649 0.0 0.1 0.0
C 0.774923 -3.117290 7.113844 0.9 -0.4 -0.2
C -0.269124 -4.234852 6.994687 -1.2 -1.0 0.2
O -1.452130 -3.828261 7.043883 0.4 0.2 0.3
O 0.077758 -5.437948 6.826765 0.8 0.4 0.2
H 0.593994 -2.541249 6.204271 0.1 0.6 0.4
H 1.826790 -3.438289 7.112334 -0.2 -0.4 -0.3
H 0.685484 -2.572418 8.055265 -0.6 0.4 -0.3
C -0.413025 3.761968 0.217811 -0.6 0.0 -1.7
C 0.444221 3.848373 1.473824 0.4 -0.1 0.5
O 0.497006 4.958504 2.013988 0.2 0.2 -0.1
O 1.107965 2.807479 1.792455 0.0 0.2 -0.6
H -1.211177 4.503600 0.113872 0.2 0.2 0.6
H -0.876648 2.816287 -0.081649 0.3 -0.3 0.7
H 0.261801 3.982485 -0.634787 0.1 0.0 0.1
C -1.269027 -4.334447 -0.284070 -0.8 0.1 -0.5
C -2.303539 -4.448200 0.854254 0.5 -0.6 1.5
O -2.827022 -5.601313 1.057986 -0.4 -0.4 -1.6
O -2.463902 -3.487171 1.623609 0.4 0.3 -0.9
H -0.250202 -4.312152 0.094181 0.0 -0.2 0.2
H -1.408064 -3.419883 -0.873806 -0.1 0.1 0.2
H -1.358201 -5.160704 -0.993407 0.2 -0.1 0.2
C -2.981198 3.711014 3.819696 -0.1 1.5 -1.4
C -3.158443 2.555760 4.813378 0.6 -0.2 -0.4
O -2.125116 1.846042 4.935418 0.5 -0.5 -0.4
O -4.230881 2.435210 5.403928 -0.6 0.4 0.2
H -3.008490 3.506421 2.733824 -0.2 -1.0 0.3
H -1.997463 4.193820 3.856601 0.0 -0.1 0.6
H -3.751923 4.493910 3.878862 0.0 -0.1 0.5
C 2.973458 -0.086451 -4.125518 0.2 -1.2 1.1
C 1.937713 0.953306 -4.477542 0.7 -0.5 0.0
O 2.330793 2.157527 -4.523328 0.5 2.0 0.1
O 0.770603 0.613808 -4.661242 -1.1 0.3 -0.2
H 2.620859 -1.119665 -4.161715 -0.3 0.2 -0.5
H 3.175173 -0.004442 -3.047696 0.1 0.4 -0.1
H 3.949211 -0.058981 -4.609687 -0.2 0.5 -0.3
C 1.254236 -3.254523 -2.151284 0.6 -0.2 -0.1
C 2.190826 -4.435503 -1.783070 1.0 -0.9 -1.0
O 1.674898 -5.545302 -1.518073 0.1 0.9 0.0
O 3.445419 -4.181603 -1.876782 -0.9 0.2 0.4
H 1.825845 -2.505160 -2.703980 0.1 0.2 0.4
H 0.883547 -2.883474 -1.198607 -0.3 0.3 -0.2
H 0.444022 -3.532710 -2.825649 -0.2 -0.3 0.4
C -6.132258 0.178717 2.265110 -0.6 1.4 -0.6
C -6.117945 -1.248442 2.803484 0.7 -0.6 0.2
O -6.128348 -1.415210 4.024707 -0.6 0.2 0.3
O -5.995052 -2.150632 1.920241 -0.8 0.7 0.3
H -5.480849 0.275582 1.389493 0.1 -0.1 0.2
H -5.914748 0.977430 2.980475 0.4 -0.4 0.3
H -7.117369 0.508868 1.886428 -0.1 -0.6 0.0

---

4.
8
Properties=species:S:1:pos:R:3:forces:R:3 method="wB97M-V/def2-TZVPD" homo_lumo_gap_ev=10.500 lumo_energy_ev=-0.136 spin_multiplicity=1 charge=0
C 2.162950 0.606703 0.798697 -1.0 0.3 0.4
N -0.860674 -1.077236 -0.052660 0.4 -4.3 0.6
N -0.877221 0.043025 -0.505160 -1.3 1.8 0.1
O -1.313028 0.969315 0.418939 0.4 0.7 2.4
O -0.747940 0.542135 -1.585156 0.6 -0.1 -1.3
S 3.510732 0.158470 0.305290 1.0 -0.3 -0.4
H -1.169353 0.616637 1.366300 -0.2 0.2 -2.3
H -0.705468 -1.859049 -0.746251 0.1 1.8 0.5

---

5.
7
Properties=species:S:1:pos:R:3:forces:R:3 method="wB97M-V/def2-TZVPD" homo_lumo_gap_ev="8.255 / 8.303" lumo_energy_ev="-2.100 / -2.072" spin_multiplicity=1 charge=0
O -0.974926 -0.509316 -0.529448 0.9 0.3 0.1
C 0.224789 -0.341419 -0.674907 -1.7 1.2 -0.8
N 1.097268 0.563099 -0.201454 2.3 2.7 1.5
O 1.863258 1.488919 -0.433968 -2.6 -2.4 -0.1
H 0.892277 -0.980658 -1.175572 0.9 -1.8 -0.9
F -1.386338 -0.012358 1.975214 -1.2 -0.5 -2.6
H -1.716328 -0.208267 1.040135 1.3 0.6 2.7

---

6.
12
Properties=species:S:1:pos:R:3:forces:R:3 method="wB97M-V/def2-TZVPD" homo_lumo_gap_ev=10.805 lumo_energy_ev=1.048 spin_multiplicity=1 charge=0
C -0.207950 0.004856 1.112499 -2.4 0.1 -2.2
C -0.687633 1.304745 1.709540 0.1 2.4 -0.3
H -0.698560 -0.822847 1.652235 0.3 0.1 -0.6
H -0.415507 -0.028613 -0.066876 0.2 -0.1 2.7
H 0.828763 -0.075703 1.178396 1.8 -0.3 0.4
H -1.694802 1.674968 1.440805 0.2 -0.8 0.2
H -0.091481 2.189438 1.427683 0.2 -0.4 -0.6
H -0.565030 1.441240 2.775090 -0.3 -0.8 0.6
O 1.533655 -1.216902 -2.874146 5.4 0.4 -1.7
O 0.291378 -1.408887 -2.510112 -3.6 -2.6 3.9
H 2.003471 -2.085351 -2.766756 -1.0 0.9 -0.2
H -0.296303 -0.976944 -3.078357 -0.7 1.2 -2.0